No. 1
ORCA calculation (wB97M-V/def2-TZVPD) on a cluster of 2 separate species, C15H36BClN3O5P3 in total at a distorted geometry.

Calculated values
total charge	+1
orbital gap (alpha / beta)	0.234 / 0.270	Eh
2S+1	2
energy above the lowest of the compared OMol25 structures with the same formula, charge and spin	0.0	kJ/mol
energy	-71906.878	eV

Cartesian coordinates (Å):
1 C 3.17413 6.57961 -2.14342
2 C 3.87003 5.37036 -1.51547
3 B 2.94056 4.22394 -0.99399
4 O 3.24960 3.48077 0.08893
5 P 1.25367 3.67516 -1.86168
6 C 0.68060 2.23148 -0.85348
7 C -0.24602 1.22416 -1.52112
8 O 0.24420 0.15690 -1.86879
9 N -1.62729 1.52817 -1.64766
10 C -2.43563 0.43947 -1.06570
11 C -1.96749 1.72294 -3.06342
12 P 1.72582 3.21569 -4.00762
13 N 3.40380 2.96302 -3.82211
14 O 1.08313 1.75807 -4.31794
15 P -0.06850 5.49688 -1.79658
16 O 0.14608 5.73718 -0.21305
17 Cl -1.93807 4.76213 -1.90554
18 H 2.40907 6.98613 -1.49238
19 H 2.71244 6.33176 -3.09445
20 H 3.89761 7.36447 -2.32080
21 H 4.43256 5.71514 -0.64993
22 H 4.59100 4.96160 -2.22093
23 H 4.20792 3.40432 0.15360
24 H 1.58374 1.67752 -0.62573
25 H 0.29980 2.63536 0.08004
26 H -3.22319 0.86126 -0.45206
27 H -2.89683 -0.17699 -1.83016
28 H -1.84463 -0.20611 -0.42816
29 H -2.03097 0.78450 -3.60779
30 H -2.91539 2.24341 -3.11460
31 H -1.22904 2.35182 -3.54732
32 H 3.79859 2.57446 -4.67253
33 H 3.61296 2.30246 -3.07861
34 H 1.72494 1.04964 -4.21315
35 H 0.48356 6.62285 -0.05541
36 C -1.59210 -4.65455 4.25865
37 C -2.00971 -3.53934 3.26677
38 C -2.91700 -4.11086 2.17531
39 C -2.18134 -4.97316 1.15202
40 C -0.98770 -4.22202 0.56592
41 C -0.04697 -3.67402 1.63717
42 N -0.80288 -2.89241 2.66564
43 O -1.10390 -1.71927 2.21780
44 C 0.72604 -4.83558 2.28580
45 C 1.01279 -2.78558 1.00038
46 C -2.79532 -2.51605 4.07641
47 H -2.20677 -4.62268 5.15629
48 H -1.69618 -5.65527 3.84012
49 H -0.56267 -4.53035 4.58996
50 H -3.40381 -3.28432 1.64731
51 H -3.71370 -4.68818 2.64762
52 H -1.85767 -5.91334 1.60546
53 H -2.86823 -5.24800 0.34999
54 H -0.42284 -4.87993 -0.09674
55 H -1.35630 -3.39516 -0.05057
56 H 1.32350 -4.48207 3.12652
57 H 1.40647 -5.27321 1.55597
58 H 0.08810 -5.64262 2.63641
59 H 0.57737 -1.97683 0.41513
60 H 1.63038 -3.37939 0.32786
61 H 1.66370 -2.35240 1.76138
62 H -2.16940 -2.05924 4.84386
63 H -3.62757 -3.01811 4.56693
64 H -3.20900 -1.72557 3.45369

Cartesian forces (eV/Å) of the 6 atoms listed first:
C 0.2 -0.3 -0.1
C -0.4 0.0 0.1
B 0.3 0.5 0.1
O -0.2 -0.7 -0.8
P -0.4 -0.8 0.9
C 0.1 0.2 -0.4

No. 2
ORCA calculation (wB97M-V/def2-TZVPD) on a cluster of 2 separate species, C15H36N3O4S in total at a distorted geometry.

Calculated values
total charge	-1
orbital gap	0.194	Eh
energy above the lowest of the compared OMol25 structures with the same formula, charge and spin	436.1	kJ/mol
energy	-39631.217	eV

Cartesian coordinates (Å):
1 C -0.58944 4.26200 -1.54960
2 C -0.33233 3.32321 -2.77622
3 C -0.40931 4.26123 -4.04006
4 C -1.36015 2.16479 -2.89837
5 C -1.53609 1.29648 -1.61461
6 C -3.03203 0.99391 -1.25607
7 C -0.78724 -0.07973 -1.74949
8 O 0.60202 0.18594 -1.70625
9 C 1.13575 -0.06040 -0.35727
10 C 2.13363 -1.25718 -0.62470
11 S 3.42344 -1.55936 0.62125
12 O 4.42508 -0.47421 0.74246
13 O 2.85740 -1.99417 1.93420
14 C 1.86209 1.27401 0.02569
15 C 1.75188 1.68065 1.53997
16 N 3.03060 2.04751 2.13848
17 N 0.86033 2.88558 1.64493
18 N 1.15105 0.57618 2.31166
19 H 0.03633 5.16742 -1.66369
20 H -0.35754 3.74211 -0.60826
21 H -1.65596 4.56002 -1.51919
22 H 0.69861 2.92654 -2.73437
23 H -0.49011 3.67300 -4.97122
24 H 0.49435 4.90365 -4.04318
25 H -1.26395 4.95321 -3.90866
26 H -1.01030 1.50745 -3.71945
27 H -2.34528 2.61620 -3.14625
28 H -1.07595 1.77087 -0.72650
29 H -3.03029 0.10695 -0.59243
30 H -3.44401 1.84516 -0.68182
31 H -3.63372 0.75390 -2.15223
32 H -1.06649 -0.77205 -0.93316
33 H -1.00053 -0.53402 -2.74770
34 H 2.54794 -1.16933 -1.66119
35 H 1.51506 -2.18369 -0.62749
36 H 4.12126 -2.67126 0.15554
37 H 1.33337 2.07107 -0.53873
38 H 2.92452 1.33686 -0.32022
39 H 3.57528 2.60246 1.49332
40 H 2.87747 2.57591 2.99092
41 H -0.08261 2.63496 1.36623
42 H 0.86976 3.22767 2.59888
43 H 1.36708 0.71849 3.29664
44 H 0.14709 0.62360 2.19869
45 C -2.78642 -4.87517 2.81308
46 C -1.83904 -5.52031 1.81678
47 O -1.36284 -4.63088 0.82789
48 C -0.62663 -3.50395 1.30265
49 C 0.62274 -3.86748 2.08292
50 H -3.64051 -4.43245 2.29641
51 H -3.15419 -5.61973 3.52314
52 H -2.30033 -4.08240 3.38288
53 H -2.36888 -6.31161 1.28179
54 H -0.99895 -6.00184 2.32959
55 H -1.27793 -2.84874 1.89075
56 H -0.33982 -2.93497 0.41773
57 H 0.38745 -4.43067 2.99144
58 H 1.16061 -2.96565 2.37639
59 H 1.28668 -4.48773 1.47611

Cartesian forces (eV/Å) of the 6 atoms listed first:
C 0.1 -0.8 -0.4
C -0.4 1.0 -0.4
C 0.2 -0.3 0.9
C 0.4 0.3 0.7
C -0.5 -1.3 0.0
C 0.8 0.1 0.2

No. 3
ORCA calculation (wB97M-V/def2-TZVPD) on a structure of composition C15H37GaGeN3OS4SbSi.

Calculated values
total charge	+1
orbital gap (alpha / beta)	0.276 / 0.208	Eh
2S+1	2
energy above the lowest of the compared OMol25 structures with the same formula, charge and spin	5.0	kJ/mol
energy	-189319.491	eV

Cartesian coordinates (Å):
1 Ga 1.09296 -1.62234 0.58631
2 S 5.14601 -2.28155 2.27941
3 Sb 4.48036 -2.22295 0.16251
4 S 2.31503 -3.42864 0.19998
5 S 2.72554 -0.00173 0.12065
6 O -0.72412 -3.04704 0.51033
7 H -0.42501 -3.96017 0.40818
8 H -1.61037 -3.05058 0.88896
9 C 0.89054 2.06839 1.90224
10 Si 2.67179 1.77173 1.41378
11 C 3.74287 1.36478 2.88312
12 C 3.35202 3.15772 0.36992
13 H 0.75655 3.13179 2.11487
14 H 0.61950 1.50754 2.79693
15 H 0.19095 1.80151 1.10774
16 H 3.85089 2.22878 3.54240
17 H 4.73928 1.04944 2.56979
18 H 3.30858 0.54556 3.46059
19 H 3.82675 3.91007 1.00292
20 H 2.55840 3.64522 -0.19842
21 H 4.09965 2.79875 -0.33773
22 C 0.36368 1.43067 -4.42853
23 C 0.75841 0.11194 -5.07917
24 C 0.30186 -1.12983 -4.31965
25 C 0.92392 -1.30047 -2.92085
26 Ge -0.05238 -0.39031 -1.48760
27 C -1.95471 -0.86917 -1.32568
28 C -2.87600 -0.00836 -2.20147
29 C -2.97050 1.44803 -1.76001
30 C -3.91780 2.25266 -2.63905
31 H 0.59619 2.27368 -5.07895
32 H 0.89708 1.59782 -3.49121
33 H -0.71041 1.46698 -4.21919
34 H 1.84463 0.07604 -5.20218
35 H 0.33750 0.06463 -6.08593
36 H 0.55834 -2.01324 -4.90906
37 H -0.79156 -1.13320 -4.25521
38 H 1.96197 -0.96070 -2.90178
39 H 0.93653 -2.35778 -2.64858
40 H 0.17694 1.11407 -1.33913
41 H -2.24623 -0.76945 -0.27663
42 H -2.03092 -1.92524 -1.58759
43 H -3.87889 -0.44716 -2.17488
44 H -2.56669 -0.05428 -3.24994
45 H -1.98012 1.91256 -1.77131
46 H -3.30904 1.48230 -0.71917
47 H -3.58733 2.24453 -3.67954
48 H -3.97760 3.29221 -2.31867
49 H -4.92627 1.83671 -2.61116
50 C -3.60760 -1.29883 3.82139
51 C -2.51991 -0.27968 4.15775
52 C -1.16089 -0.76962 3.76678
53 N -0.74242 -0.82488 2.55828
54 N 0.53006 -1.34248 2.45918
55 C 1.06778 -1.70121 3.61789
56 N 2.26599 -2.23454 3.78224
57 S -0.00875 -1.36859 4.93204
58 H -4.58218 -0.92564 4.13089
59 H -3.43302 -2.24741 4.33013
60 H -3.64178 -1.48265 2.74758
61 H -2.52913 -0.04887 5.22362
62 H -2.69440 0.65808 3.62832
63 H 2.96413 -2.30862 3.03322
64 H 2.60338 -2.43700 4.70836

Cartesian forces (eV/Å) of the 6 atoms listed first:
Ga 0.4 -0.1 0.0
S 0.0 0.0 0.2
Sb 0.0 0.1 -0.1
S -0.1 -0.1 0.0
S -0.1 0.0 -0.2
O 0.0 -0.1 -0.1

> The lowest energy above the lowest of the compared OMol25 structures with the same formula, charge and spin belongs to which entry?

C15H36BClN3O5P3